1) # C2H8N2O2

2 unconnected molecules or ions with the total composition C2H8N2O2 (the ωB97M-V functional and the def2-TZVPD basis, the OMol25 dataset).

Output
- gap between HOMO and LUMO (spin up / spin down) (eV) = 9.7 / 8.2
- net charge = 0

Each line ends with the natural charge from an NBO analysis.
Element x y z (Å)
O -0.75461 1.22065 0.80854  -0.362
O 0.36767 -0.35549 -0.97802  -0.614
N -0.52779 -0.08713 0.85728  0.252
N 0.51172 -0.29187 1.77700  -0.625
C -1.69446 1.63186 -0.23427  -0.278
C 1.29982 -1.40944 -1.08877  -0.272
H -1.51334 2.69239 -0.32622  0.197
H 2.06248 -1.42472 -0.35069  0.145
H -2.75481 1.51963 0.15574  0.192
H 1.20694 0.35053 2.02135  0.384
H 1.58753 -1.19598 -2.06463  0.207
H 0.88533 -2.46312 -1.14728  0.139
H 0.66404 -1.27728 1.70546  0.387
H -1.34050 1.08996 -1.13547  0.248

=====

2) # C2H8N2O2

2 unconnected molecules or ions with the total composition C2H8N2O2 (the ωB97M-V functional and the def2-TZVPD basis, the OMol25 dataset).

Output
- gap between HOMO and LUMO (eV) = 10.1
- SMILES = CNC(N)=O.O
- net charge = 0

Each line ends with the natural charge from an NBO analysis.
Element x y z (Å)
O 2.18252 -0.72162 -0.18214  -0.955
O -1.07364 1.71774 0.51751  -0.643
N 0.33188 0.42236 1.74899  -0.873
N -0.65335 -0.40793 -0.19750  -0.650
C -0.40810 0.70194 0.59037  0.781
C -1.45859 -0.14850 -1.39263  -0.413
H 2.53761 -0.45589 0.67600  0.484
H 0.42530 -0.53751 2.02996  0.383
H -1.04965 0.69236 -1.95793  0.194
H 0.09256 1.07637 2.47594  0.398
H -2.47609 0.05912 -1.07134  0.210
H -1.45833 -0.99002 -2.07970  0.197
H 0.15162 -1.00194 -0.36329  0.410
H 2.85628 -0.40649 -0.79422  0.478

=====

3) # C2H8N2O2

2 unconnected molecules or ions with the total composition C2H8N2O2 (the ωB97M-V functional and the def2-TZVPD basis, the OMol25 dataset).

Output
- gap between HOMO and LUMO (eV) = 7.8
- net charge = 0

Each line ends with the natural charge from an NBO analysis.
Element x y z (Å)
O -2.26839 0.89071 0.25910  -0.733
O 2.31227 0.21967 -0.05660  -0.628
N 0.49980 -1.31436 0.06143  -0.525
N -0.39941 -0.27945 0.40257  -0.671
C 1.80431 1.36144 0.10575  0.306
C -1.55165 -0.12588 -0.43938  0.069
H 1.43789 -1.15810 -0.14922  0.417
H 0.04449 -2.01587 -0.56003  0.388
H 1.91859 2.04895 0.92745  0.136
H -1.40459 0.12930 -1.43589  0.119
H -1.62846 1.14089 0.97688  0.480
H -2.40640 -0.90131 -0.43836  0.109
H 1.05895 1.79224 -0.68363  0.133
H 0.58259 -1.78824 1.02992  0.399

=====

4) # C2H8N2O2

2 unconnected molecules or ions with the total composition C2H8N2O2 (the ωB97M-V functional and the def2-TZVPD basis, the OMol25 dataset).

Output
- gap between HOMO and LUMO (eV) = 10.7
- SMILES = [H]/N=N/OC.CO
- net charge = 0

Each line ends with the natural charge from an NBO analysis.
Element x y z (Å)
O 0.83466 -2.29152 -0.21469  -0.736
O -0.85751 1.00657 0.27606  -0.348
N 0.42877 1.10136 -0.04515  0.136
N 0.70779 1.99419 -0.86421  -0.435
C 0.19268 -1.82662 0.91510  -0.233
C -1.72305 1.96395 -0.34248  -0.308
H -2.62189 1.36482 -0.30139  0.204
H -1.40250 2.25061 -1.30860  0.214
H 0.02122 -2.63757 1.62213  0.158
H -1.76954 2.89986 0.31157  0.191
H 0.95888 -1.17247 1.51005  0.145
H 1.83944 1.89948 -0.83187  0.350
H -0.59350 -1.26305 0.50167  0.197
H 1.39971 -3.14214 -0.08187  0.466

=====

Which structure is most stable, and how do the rest compare? From most to least stable: 2), 4), 3), 1).

=====

1) # C2H8N2O2

A single C2H8N2O2 molecule (the ωB97M-V functional and the def2-TZVPD basis, the OMol25 dataset).

Output
- gap between HOMO and LUMO (eV) = 10.1
- SMILES = CCNN(O)O
- net charge = 0

Each line ends with the natural charge from an NBO analysis.
Element x y z (Å)
O -0.63503 -0.75834 1.53025  -0.598
O -0.11824 1.30816 2.29351  -0.562
N -0.50685 0.61221 1.15889  0.207
N 0.59103 0.63406 0.22097  -0.511
C 0.09855 0.40518 -1.14358  -0.235
C 0.11951 -1.10581 -1.35709  -0.619
H 0.99365 1.56486 0.30709  0.370
H 1.10048 -1.36225 -0.84807  0.224
H -0.91147 0.80977 -1.28818  0.186
H -0.70370 -1.58771 -0.83362  0.209
H 0.08432 -1.34213 -2.41789  0.204
H -1.58286 -0.94440 1.50663  0.476
H 0.66230 0.87506 2.68819  0.452
H 0.80832 0.89134 -1.81712  0.198

=====

2) # C2H8N2O2

2 unconnected molecules or ions with the total composition C2H8N2O2 (the ωB97M-V functional and the def2-TZVPD basis, the OMol25 dataset).

Output
- gap between HOMO and LUMO (eV) = 9.2
- SMILES = NCNC=O.O
- net charge = 0

Each line ends with the natural charge from an NBO analysis.
Element x y z (Å)
O -2.13762 1.13125 -0.93708  -0.587
O 0.86165 0.06765 2.32549  -0.952
N -0.01223 0.64364 -0.27152  -0.655
N 0.11169 -1.76070 -1.02063  -0.880
C -1.24654 1.36479 -0.20178  0.543
C 0.28471 -0.36459 -1.27612  -0.046
H -0.27561 -2.41481 -1.64576  0.389
H 0.75616 0.90728 0.33352  0.403
H -0.27391 -0.07621 -2.19956  0.193
H -1.31939 2.11451 0.63546  0.111
H 0.56082 -0.53133 2.92889  0.474
H -0.12018 -1.87107 0.03235  0.376
H 1.35955 -0.01611 -1.50905  0.149
H 1.45090 0.80571 2.80580  0.482

=====

3) # C2H8N2O2

2 unconnected molecules or ions with the total composition C2H8N2O2 (the ωB97M-V functional and the def2-TZVPD basis, the OMol25 dataset).

Output
- gap between HOMO and LUMO (eV) = 9.1
- SMILES = CC(=O)NN.O
- net charge = 0

Each line ends with the natural charge from an NBO analysis.
Element x y z (Å)
O -0.05001 -1.85434 -0.07443  -0.935
O 0.65761 0.30202 1.57126  -0.633
N 0.57617 0.81557 -0.65936  -0.478
N 1.74577 0.20242 -1.03611  -0.654
C -1.46068 0.95146 0.69786  -0.712
C 0.02164 0.64440 0.58459  0.684
H 0.06105 1.52178 -1.12529  0.383
H -1.75336 2.02201 0.53064  0.222
H -2.07812 0.33692 -0.00327  0.221
H 0.69687 -2.44743 0.16733  0.475
H -1.66685 0.69046 1.64996  0.236
H 1.61754 -0.58867 -1.65094  0.350
H 2.31278 -0.11479 -0.27122  0.374
H -0.68041 -2.48181 -0.38102  0.467

=====

Which structure is most stable, and how do the rest compare? From most to least stable: 2), 3), 1).

=====

1) # C2H8N2O2

2 unconnected molecules or ions with the total composition C2H8N2O2 (the ωB97M-V functional and the def2-TZVPD basis, the OMol25 dataset).

Output
- gap between HOMO and LUMO (eV) = 10.8
- SMILES = NC=O.NCO
- net charge = 0

Each line ends with the natural charge from an NBO analysis.
Element x y z (Å)
O -0.10601 -1.23876 0.82988  -0.754
O 0.30761 3.49053 0.88185  -0.536
N -1.74764 2.26910 0.44185  -0.852
N 1.20619 -2.45268 -0.95087  -0.858
C 0.64379 -1.15045 -0.44125  0.087
C -0.33951 2.68210 0.27621  0.545
H -0.00506 -0.82119 -1.17535  0.165
H -1.88159 1.44327 -0.11709  0.363
H 0.37197 -3.04303 -1.22952  0.366
H -0.02555 2.37990 -0.72279  0.090
H 0.27839 -1.98384 1.35857  0.470
H 1.52747 -0.42773 -0.30255  0.160
H -2.06304 1.81336 1.36751  0.389
H 1.83297 -2.96059 -0.21646  0.364

=====

2) # C2H8N2O2

2 unconnected molecules or ions with the total composition C2H8N2O2 (the ωB97M-V functional and the def2-TZVPD basis, the OMol25 dataset).

Output
- gap between HOMO and LUMO (eV) = 10.1
- SMILES = CNC(N)=O.O
- net charge = 0

Each line ends with the natural charge from an NBO analysis.
Element x y z (Å)
O 2.62223 0.45002 0.78138  -0.940
O -2.10874 0.69801 -0.82792  -0.654
N -0.40965 -0.27667 0.45051  -0.622
N 0.13123 1.25349 -1.31395  -0.894
C -1.23647 -1.41924 0.94434  -0.431
C -0.90889 0.58063 -0.46535  0.776
H -0.96918 -2.40478 0.49771  0.197
H 0.60171 -0.35545 0.46259  0.420
H -2.24016 -1.01820 0.69295  0.249
H 2.79661 1.37716 0.71201  0.478
H -0.28429 2.04124 -1.90587  0.388
H 0.33175 0.53211 -1.93216  0.360
H 2.76962 0.13975 -0.15016  0.470
H -1.09577 -1.59807 2.05392  0.204

=====

Which structure is most stable, and how do the rest compare? From most to least stable: 2), 1).